This record from OMol25 describes a cluster of 13 separate species, C55H124N6O13 in total at a distorted geometry. The level of theory is ωB97M-V/def2-TZVPD.

Each line ends with the Löwdin spin population.
CARTESIAN COORDINATES (ANGSTROEM)
C (-2.21486, 3.20713, 3.44162)  0.00
C (-3.28324, 2.40153, 2.72004)  0.00
C (-3.32746, 0.90084, 3.02855)  0.00
O (-4.50724, 0.31035, 2.46680)  0.00
C (-4.59658, -1.10355, 2.68509)  0.00
N (-4.56624, 2.97967, 3.05702)  0.00
H (-2.36661, 3.15800, 4.51988)  0.00
H (-2.26009, 4.26905, 3.20002)  0.00
H (-1.20984, 2.90408, 3.14805)  0.00
H (-3.08945, 2.52278, 1.65428)  0.00
H (-3.30556, 0.74695, 4.10740)  0.00
H (-2.48336, 0.35667, 2.60491)  0.00
H (-3.70359, -1.57846, 2.27873)  0.00
H (-5.41104, -1.63260, 2.19024)  0.00
H (-4.65954, -1.28241, 3.75847)  0.00
H (-5.18742, 2.32718, 2.60042)  0.00
H (-4.74734, 2.80139, 4.03453)  0.00
C (5.18392, -2.88124, -4.27487)  0.00
C (4.76071, -3.06357, -2.79907)  0.00
C (3.83766, -4.26869, -2.73491)  0.00
O (3.59453, -4.61754, -1.40722)  0.00
C (2.77533, -5.75474, -1.28193)  0.00
N (5.93128, -3.34202, -1.96950)  0.00
H (5.67113, -1.92271, -4.45364)  0.00
H (4.34373, -2.91656, -4.96835)  0.00
H (5.90599, -3.65490, -4.53598)  0.00
H (4.32613, -2.13117, -2.43868)  0.00
H (4.43461, -5.04604, -3.21186)  0.00
H (2.92713, -4.21895, -3.33204)  0.00
H (3.15733, -6.72484, -1.59986)  0.00
H (1.84166, -5.62017, -1.82805)  0.00
H (2.62234, -6.03377, -0.23940)  0.00
H (5.59253, -3.74749, -1.10871)  0.00
H (6.32650, -2.48154, -1.61810)  0.00
C (-5.03675, -1.34745, -1.11894)  0.00
C (-3.93702, -0.31830, -1.53189)  0.00
C (-2.99699, -0.87254, -2.53517)  0.00
O (-2.19848, -1.84373, -1.85818)  0.01
C (-1.09105, -2.28493, -2.65648)  0.00
N (-4.53950, 0.86257, -2.13367)  0.00
H (-5.85824, -0.80980, -0.64546)  0.00
H (-4.66355, -2.15864, -0.49381)  0.00
H (-5.54118, -1.76167, -1.99191)  0.00
H (-3.38164, -0.09188, -0.62173)  0.00
H (-2.39932, -0.10051, -3.01978)  0.00
H (-3.52077, -1.47571, -3.27675)  0.00
H (-0.45662, -1.43120, -2.89466)  0.00
H (-1.34675, -2.80241, -3.58111)  0.00
H (-0.50075, -2.99557, -2.07799)  0.00
H (-3.83860, 1.44458, -2.56967)  0.00
H (-5.14016, 1.46736, -1.59189)  0.00
C (-6.14527, 4.40014, -3.75464)  0.00
C (-6.67131, 5.18743, -2.55964)  0.00
C (-5.52960, 5.56084, -1.56537)  0.00
O (-5.10743, 4.28897, -1.05909)  0.00
C (-3.79921, 4.30157, -0.39614)  0.00
N (-7.24387, 6.38405, -3.07730)  0.00
H (-6.91303, 4.09690, -4.46646)  0.00
H (-5.61213, 3.53429, -3.36200)  0.00
H (-5.42329, 4.89286, -4.40584)  0.00
H (-7.37523, 4.58182, -1.98885)  0.00
H (-5.97432, 6.00157, -0.67314)  0.00
H (-4.76313, 6.19295, -2.01375)  0.00
H (-3.67420, 3.24192, -0.17337)  0.00
H (-3.95087, 4.80489, 0.55872)  0.00
H (-2.99329, 4.68790, -1.02010)  0.00
H (-7.52533, 6.88329, -2.24565)  0.00
H (-8.14481, 6.08886, -3.42553)  0.00
C (-3.48493, -8.16831, 3.07313)  0.00
C (-3.42334, -6.66201, 2.95767)  0.00
C (-3.15615, -6.17218, 4.40791)  0.00
C (-2.58596, -4.71610, 4.46601)  0.00
C (-1.38066, -4.71431, 3.62219)  0.00
C (-1.64256, -5.02040, 2.09699)  0.00
N (-2.27782, -6.39041, 2.01306)  0.00
O (-2.55532, -6.76972, 0.69338)  0.00
C (-2.43703, -3.85222, 1.48704)  0.00
C (-0.26513, -5.06197, 1.39749)  0.00
C (-4.82211, -6.12963, 2.57586)  0.00
H (-3.86484, -8.66425, 2.17994)  0.00
H (-4.29454, -8.49969, 3.72338)  0.00
H (-2.62884, -8.73115, 3.44517)  0.00
H (-4.08601, -6.09655, 4.97160)  0.00
H (-2.57613, -6.93608, 4.92573)  0.00
H (-2.43261, -4.35165, 5.48176)  0.00
H (-3.22048, -3.99117, 3.95614)  0.00
H (-0.69320, -5.47274, 3.99675)  0.00
H (-0.87664, -3.76458, 3.80135)  0.00
H (-2.31607, -3.72833, 0.41088)  0.00
H (-3.51649, -3.95989, 1.59331)  0.00
H (-2.13418, -2.88614, 1.89083)  0.00
H (-0.16047, -5.64686, 0.48368)  0.00
H (0.04775, -4.06266, 1.09483)  0.00
H (0.53271, -5.53692, 1.96843)  0.00
H (-4.95123, -5.05616, 2.71405)  0.00
H (-5.52970, -6.65881, 3.21412)  0.00
H (-5.15413, -6.34023, 1.55924)  0.00
H (-3.19624, -6.09918, 0.44600)  0.00
C (0.08433, 2.33823, 0.77854)  0.05
C (0.35631, 1.70037, -0.58292)  0.06
C (1.49729, 2.47757, -1.35365)  0.00
C (2.93176, 2.11413, -0.95591)  0.00
C (3.13034, 0.58018, -1.04510)  0.00
C (2.05806, -0.23488, -0.22690)  0.05
N (0.65761, 0.26609, -0.61632)  0.63
O (-0.37406, -0.54396, 0.00317)  0.09
C (2.20033, -1.72451, -0.66539)  0.01
C (2.36747, -0.13043, 1.25931)  0.04
C (-0.98544, 1.85069, -1.39810)  0.03
H (-0.54393, 3.22888, 0.76669)  0.00
H (-0.46831, 1.59262, 1.35016)  0.00
H (1.02257, 2.45359, 1.32121)  0.00
H (1.42322, 2.34930, -2.43354)  0.00
H (1.38303, 3.54872, -1.18729)  0.00
H (3.67181, 2.67495, -1.52679)  0.00
H (3.15883, 2.43512, 0.06071)  0.00
H (4.14416, 0.36058, -0.71037)  0.00
H (3.09728, 0.25625, -2.08532)  0.00
H (3.18757, -2.05423, -0.34173)  0.00
H (2.15053, -1.79617, -1.75189)  0.00
H (1.52463, -2.44290, -0.20122)  0.00
H (3.17945, -0.82958, 1.45927)  0.01
H (1.57859, -0.38348, 1.96765)  0.00
H (2.70323, 0.86126, 1.56248)  0.00
H (-1.85706, 1.41474, -0.90990)  0.00
H (-1.09110, 2.90903, -1.63652)  0.00
H (-0.82889, 1.36517, -2.36136)  0.00
H (-0.72913, -0.95941, -0.78609)  0.01
C (4.84853, 0.63353, -6.30297)  0.00
C (4.33550, 1.18088, -4.99428)  0.00
O (5.09399, 1.23312, -4.04148)  0.00
C (2.91954, 1.67474, -5.02765)  0.00
H (4.24320, 1.05175, -7.10719)  0.00
H (4.65580, -0.43794, -6.35705)  0.00
H (5.91094, 0.86422, -6.38142)  0.00
H (2.17597, 0.87821, -5.05473)  0.00
H (2.68418, 2.31007, -5.88150)  0.00
H (2.73783, 2.18360, -4.08101)  0.00
C (6.51114, -0.25399, 1.62565)  0.00
C (7.56806, -1.23564, 1.22971)  0.00
O (7.38875, -1.93250, 0.25746)  0.00
C (8.72279, -1.40990, 2.19409)  0.00
H (6.46513, -0.22465, 2.71428)  0.00
H (5.52317, -0.47496, 1.22169)  0.00
H (6.85564, 0.75528, 1.40028)  0.00
H (8.35952, -1.82150, 3.13575)  0.00
H (9.15258, -0.43480, 2.42335)  0.00
H (9.50329, -2.04193, 1.77045)  0.00
C (5.05611, -3.75346, 1.34351)  0.00
C (4.46239, -3.42847, 2.66643)  0.00
O (5.22428, -3.17636, 3.54475)  0.00
C (2.97586, -3.54364, 2.83040)  0.00
H (4.48250, -4.45284, 0.73530)  0.00
H (6.09797, -4.04949, 1.46590)  0.00
H (5.08338, -2.89889, 0.66744)  0.00
H (2.54137, -4.49308, 3.14325)  0.00
H (2.47583, -3.24550, 1.90889)  0.00
H (2.72889, -2.82585, 3.61262)  0.00
C (3.13270, 4.91523, 2.06773)  0.00
C (4.37638, 4.42193, 1.38945)  0.00
O (4.80160, 3.30073, 1.65134)  0.00
C (4.82609, 5.19629, 0.14257)  0.00
H (3.29787, 5.81170, 2.66536)  0.00
H (2.90984, 4.16174, 2.82316)  0.00
H (2.33920, 4.89136, 1.32081)  0.00
H (4.98332, 4.52187, -0.69917)  0.00
H (5.64752, 5.90680, 0.23495)  0.00
H (4.00126, 5.78272, -0.26222)  0.00
C (0.25335, -0.76680, 4.13297)  0.00
C (-0.82082, -0.82245, 5.15438)  0.00
O (-1.88535, -1.44285, 4.93797)  0.00
C (-0.47470, -0.23526, 6.51717)  0.00
H (-0.14286, -0.76813, 3.11753)  0.00
H (0.85534, -1.67420, 4.18138)  0.00
H (0.78962, 0.17396, 4.25751)  0.00
H (0.46065, -0.68208, 6.85419)  0.00
H (-1.21567, -0.49062, 7.27469)  0.00
H (-0.47964, 0.85315, 6.45831)  0.00
C (-1.05520, 7.39868, -0.45707)  0.00
C (-0.05767, 6.39156, -0.94411)  0.00
O (-0.17761, 5.20149, -0.69696)  0.00
C (1.17285, 6.94667, -1.58091)  0.00
H (-0.61227, 8.21430, 0.11448)  0.00
H (-1.84944, 6.96081, 0.14755)  0.00
H (-1.40848, 7.75813, -1.42355)  0.00
H (0.76627, 7.40409, -2.48289)  0.00
H (1.82229, 6.15340, -1.95114)  0.00
H (1.71670, 7.58912, -0.88840)  0.00
C (-1.97395, 5.16497, -3.79709)  0.00
C (-2.05820, 3.75942, -4.36641)  0.00
O (-2.97333, 3.02100, -4.06148)  0.00
C (-0.85494, 3.26214, -5.15864)  0.00
H (-1.35347, 5.02325, -2.91219)  0.00
H (-2.94080, 5.60795, -3.55822)  0.00
H (-1.48912, 5.93182, -4.40122)  0.00
H (-1.00253, 3.40631, -6.22893)  0.00
H (-0.68563, 2.19000, -5.05895)  0.00
H (0.00723, 3.91900, -5.04331)  0.00

Forces on atoms 1 to 6 (eV/Å):
0.332 -0.217 0.047
0.217 0.085 0.234
0.090 -0.571 -0.233
-0.374 0.118 -0.351
0.920 0.287 0.332
-0.412 -0.070 -0.758

As for the total charge: +1. The value obtained for the LUMO energy (alpha / beta) is -1.88 / -6.42 eV. As for the energy above the lowest of the compared OMol25 structures with the same formula, charge and spin: 0.0 kJ/mol. As for the spin multiplicity: 2. The gap between HOMO and LUMO (alpha / beta) comes out at 0.304 / 0.138 Eh. The calculation puts the HOMO energy (alpha / beta) at -0.3737 / -0.3737 hartree.

This record from OMol25 describes a cluster of 2 separate species, C5H13NSi in total at a distorted geometry. The level of theory is ωB97M-V/def2-TZVPD.

Each line ends with the Löwdin charge.
CARTESIAN COORDINATES (ANGSTROEM)
C (-1.20061, 1.70828, 2.86919)  -0.06
C (-0.03282, 1.12996, 2.59008)  -0.33
C (-0.44800, -2.42019, -2.47787)  -0.12
C (0.27114, -1.36554, -1.54570)  -0.36
C (-0.66084, -0.61676, -0.51846)  -0.15
N (1.40591, 2.33501, 0.22276)  -0.13
Si (0.93062, 0.88571, 1.04550)  0.66
H (-1.85927, 1.33713, 3.57949)  0.03
H (-1.43743, 2.61210, 2.31694)  0.05
H (0.45041, 0.55632, 3.46771)  0.07
H (-0.59395, -2.02933, -3.49414)  0.06
H (0.27363, -3.21101, -2.55418)  0.05
H (-1.38105, -2.78124, -2.05783)  0.06
H (1.09371, -1.84376, -0.91936)  0.09
H (0.88387, -0.77572, -2.21476)  0.07
H (-1.29739, -1.20037, 0.11220)  0.01
H (-1.22643, 0.12238, -1.10716)  0.02
H (0.84698, 3.12975, 0.07081)  -0.01
H (1.89051, 2.34770, -0.70468)  0.05
H (2.09102, 0.07958, 1.31944)  -0.05

Forces on atoms 1 to 6 (eV/Å):
1.524 0.990 -1.819
1.113 -0.814 2.127
0.876 1.053 0.610
0.001 -1.230 1.785
2.887 2.314 -1.012
1.434 -0.524 -1.652

The value obtained for the LUMO energy is 0.48 eV. As for the energy above the lowest of the compared OMol25 structures with the same formula, charge and spin: 340.1 kJ/mol. The gap between HOMO and LUMO comes out at 0.301 Eh. The calculation puts the HOMO energy at -0.2833 hartree.

- Among the records above, which one has the lowest energy above the lowest of the compared OMol25 structures with the same formula, charge and spin?
  C55H124N6O13